Entry P
Entry from the Open Molecules 2025 dataset: C2H7N3 in the gas phase (ωB97M-V with the def2-TZVPD basis set).

* LUMO: 0.043 Ha
* SMILES: NN1CCN1
* 2S+1: 1

Last columns: bonded neighbours and bond lengths (Å).
CARTESIAN COORDINATES (ANGSTROEM)
1 N 0.40725 -1.74316 0.19470  N2 1.394, H6 1.062, H7 1.062
2 N -0.14170 -0.73215 -0.59225  N1 1.394, C3 1.699, N5 1.401
3 C 0.78663 0.68448 -0.72027  N2 1.699, C4 1.511, H8 1.175, H9 1.122
4 C -0.28588 1.22547 0.19693  C3 1.511, N5 1.405, H10 1.128, H11 1.123
5 N -1.08144 0.07507 0.06132  N2 1.401, C4 1.405, H12 0.996
6 H 0.03963 -2.69937 -0.08503  N1 1.062
7 H 0.19051 -1.73920 1.23478  N1 1.062
8 H 0.67611 0.92604 -1.86453  C3 1.175
9 H 1.86453 0.70689 -0.40835  C3 1.122
10 H 0.03479 1.30300 1.27512  C4 1.128
11 H -0.77984 2.19726 -0.07346  C4 1.123
12 H -1.71058 -0.20432 0.78103  N5 0.996

Atom charges from the Löwdin analysis, given in e for atoms 1 to 6:
1 N -0.05
2 N -0.20
3 C -0.06
4 C -0.28
5 N -0.11
6 H 0.09



Entry Q
Entry from the Open Molecules 2025 dataset: 2 unconnected molecules or ions with the total composition C2H7N3 (ωB97M-V with the def2-TZVPD basis set).

* LUMO: 0.038 Ha
* 2S+1: 1

Last columns: bonded neighbours and bond lengths (Å).
CARTESIAN COORDINATES (ANGSTROEM)
1 C 1.73397 -1.07884 -0.23925  N5 1.250, H6 1.080, H7 1.097
2 C 0.90787 1.09328 -0.09095  N5 1.426, H9 1.091, H10 1.091, H11 1.095
3 N -2.56933 -0.28695 0.39586  N4 1.190, H8 1.053, H12 1.057
4 N -2.38355 -0.01705 -0.74789  N3 1.190
5 N 1.06409 -0.23721 0.39668  C1 1.250, C2 1.426
6 H 1.79392 -2.08541 0.14843  C1 1.080
7 H 2.25686 -0.87384 -1.18157  C1 1.097
8 H -2.99121 -1.19567 0.72054  N3 1.053
9 H -0.12892 1.20276 -0.41219  C2 1.091
10 H 1.08053 1.78701 0.73360  C2 1.091
11 H 1.56899 1.33986 -0.92797  C2 1.095
12 H -2.33322 0.35204 1.20469  N3 1.057

Atom charges from the Löwdin analysis, given in e for atoms 1 to 6:
1 C -0.09
2 C -0.17
3 N -0.16
4 N -0.02
5 N -0.11
6 H 0.06



Entry R
Entry from the Open Molecules 2025 dataset: 2 unconnected molecules or ions with the total composition C2H7N3 (ωB97M-V with the def2-TZVPD basis set).

* LUMO: 0.035 Ha
* SMILES: [H]/N=C/N.C=N
* 2S+1: 1

Last columns: bonded neighbours and bond lengths (Å).
CARTESIAN COORDINATES (ANGSTROEM)
1 H -1.03326 -1.39952 -1.46077  N2 1.014
2 N -0.53862 -0.64101 -1.00390  H1 1.014, C3 1.268
3 C -0.73242 0.49213 -1.53985  N2 1.268, N4 1.368, H5 1.093
4 N -0.12610 1.60389 -1.02140  C3 1.368, H6 1.007, H7 1.002
5 H -1.31309 0.71566 -2.43824  C3 1.093
6 H 0.46272 1.45157 -0.21879  N4 1.007
7 H -0.51185 2.52860 -1.03905  N4 1.002
8 C 1.15019 -0.99934 1.85074  N9 1.259, H10 1.094, H11 1.091
9 N -0.08239 -0.83271 2.04728  C8 1.259, H12 1.023
10 H 1.71266 -1.23171 2.75939  C8 1.094
11 H 1.63694 -0.86064 0.88464  C8 1.091
12 H -0.62480 -0.82692 1.17996  N9 1.023

Atom charges from the Löwdin analysis, given in e for atoms 1 to 6:
1 H 0.05
2 N 0.05
3 C -0.37
4 N 0.07
5 H 0.12
6 H 0.08



Energies in kJ/mol, measured from the most stable structure: entry P 294.9; entry Q 238.5; entry R 0.0.



Entry P
Entry from the Open Molecules 2025 dataset: C7H6N2S2 in the gas phase (ωB97M-V with the def2-TZVPD basis set).

* LUMO: -0.047 Ha
* 2S+1: 1

Last columns: bonded neighbours and bond lengths (Å).
CARTESIAN COORDINATES (ANGSTROEM)
1 C 2.35583 -0.05784 -1.15668  C2 1.328, N8 1.179
2 C 1.45871 -0.57558 -0.32592  C1 1.328, N9 1.268
3 C -0.91579 -0.29461 -1.13809  C7 1.417, S11 1.614
4 C 1.06894 0.95919 1.60274  C5 1.584, N9 1.410, S10 1.607
5 C -0.14863 0.48298 2.49763  C4 1.584, C6 1.562, H12 1.048, H13 1.107
6 C -0.18565 -0.68600 1.46179  C5 1.562, N9 1.448, S11 1.926, H14 1.162
7 C -1.51642 -0.35788 -2.41958  C3 1.417, H15 1.123, H16 1.088, H17 1.144
8 N 3.15308 0.27965 -1.95761  C1 1.179
9 N 0.99891 -0.19171 0.79189  C2 1.268, C4 1.410, C6 1.448
10 S 1.82003 2.37600 1.50043  C4 1.607
11 S -1.65358 -0.76537 0.21763  C3 1.614, C6 1.926
12 H 0.08448 0.13167 3.45658  C5 1.048
13 H -0.97356 1.21930 2.44409  C5 1.107
14 H -0.23543 -1.81696 1.72366  C6 1.162
15 H -0.87801 -0.53383 -3.32659  C7 1.123
16 H -1.89906 0.62969 -2.66940  C7 1.088
17 H -2.53385 -0.79870 -2.70257  C7 1.144

Atom charges from the Löwdin analysis, given in e for atoms 1 to 6:
1 C -0.29
2 C -0.09
3 C -0.47
4 C -0.75
5 C -0.09
6 C -0.44



Entry Q
Entry from the Open Molecules 2025 dataset: 2 unconnected molecules or ions with the total composition C7H6N2S2 (ωB97M-V with the def2-TZVPD basis set).

* LUMO (alpha / beta): -0.135 / -0.136 Ha
* 2S+1: 1

Last columns: bonded neighbours and bond lengths (Å).
CARTESIAN COORDINATES (ANGSTROEM)
1 C -2.68481 -1.85957 -0.41443  N8 1.160, S10 1.616
2 C 2.09793 -0.42181 -0.00054  C3 1.419, C4 1.329, H12 1.169
3 C 2.00059 0.48170 -1.09085  C2 1.419, C5 1.371, H13 1.077
4 C 1.14659 -0.38596 0.92700  C2 1.329, C6 1.398, H14 1.025
5 C 0.84812 1.20546 -1.26064  C3 1.371, C7 1.463, H15 1.129
6 C -0.02584 0.36095 0.77435  C4 1.398, C7 1.418, N9 1.325
7 C -0.33389 1.08325 -0.40661  C5 1.463, C6 1.418, S11 1.653
8 N -2.50315 -1.46850 0.66285  C1 1.160
9 N -0.97496 0.29529 1.69607  C6 1.325, H16 0.967, H17 1.041
10 S -2.97062 -2.26170 -1.95373  C1 1.616
11 S -1.60457 2.08252 -0.75218  C7 1.653
12 H 3.11913 -0.99115 -0.01277  C2 1.169
13 H 2.80209 0.63910 -1.79357  C3 1.077
14 H 1.22020 -1.06874 1.68744  C4 1.025
15 H 0.72468 1.85306 -2.17753  C5 1.129
16 H -1.08351 -0.48187 2.26105  N9 0.967
17 H -1.77796 0.93799 1.85409  N9 1.041

Atom charges from the Löwdin analysis, given in e for atoms 1 to 6:
1 C -1.04
2 C -0.04
3 C -0.07
4 C -0.03
5 C -0.11
6 C -0.30



Energies in kJ/mol, measured from the most stable structure: entry P 328.0; entry Q 0.0.



Entry P
Entry from the Open Molecules 2025 dataset: 3 unconnected molecules or ions with the total composition C5H17NO2 (ωB97M-V with the def2-TZVPD basis set).

* charge: -1
* LUMO (alpha / beta): 0.133 / 0.130 Ha
* <S²>: 0.751
* 2S+1: 2

Last columns: bonded neighbours and bond lengths (Å).
CARTESIAN COORDINATES (ANGSTROEM)
1 C -1.45205 -1.03180 0.91829  C2 1.569, H7 1.095, H8 1.084, H9 1.067
2 C -0.75504 0.37315 0.95752  C1 1.569, C3 1.525, H10 1.078, H11 1.105
3 C -1.06328 1.24055 -0.25772  C2 1.525, C4 1.548, H12 1.086, H13 1.104
4 C 0.14203 2.07082 -0.76186  C3 1.548, N5 1.482, H14 1.092, H15 1.090
5 N 1.07590 1.24848 -1.56695  C4 1.482, C6 1.434, H16 1.015
6 C 0.52547 0.72640 -2.78439  N5 1.434, H17 1.101, H18 1.097, H19 1.099
7 H -2.26367 -1.12283 0.18926  C1 1.095
8 H -1.77626 -1.30811 1.91507  C1 1.084
9 H -0.76252 -1.76822 0.57209  C1 1.067
10 H -0.71945 0.77833 1.95621  C2 1.078
11 H 0.25548 -0.02344 0.74985  C2 1.105
12 H -1.47623 0.63119 -1.05587  C3 1.086
13 H -1.93468 1.88800 -0.05504  C3 1.104
14 H -0.28056 2.87425 -1.36945  C4 1.092
15 H 0.75672 2.47562 0.04177  C4 1.090
16 H 1.41770 0.52620 -0.94075  N5 1.015
17 H 1.20599 -0.06478 -3.13403  C6 1.101
18 H -0.46890 0.26385 -2.78903  C6 1.097
19 H 0.76741 1.40878 -3.61094  C6 1.099
20 H 0.73778 -1.53529 2.41710  O22 0.981
21 H 1.43661 -0.14526 2.88264  O22 0.951
22 O 1.03493 -0.96260 3.15601  H20 0.981, H21 0.951
23 H 1.98984 -2.81672 1.12347  O25 0.959
24 H 0.57153 -3.00630 0.31848  O25 0.976
25 O 1.03527 -2.72027 1.12825  H23 0.959, H24 0.976

Atom charges from the Löwdin analysis, given in e for atoms 1 to 6:
1 C -0.18
2 C -0.26
3 C -0.23
4 C -0.23
5 N -0.14
6 C -0.21



Entry Q
Entry from the Open Molecules 2025 dataset: 3 unconnected molecules or ions with the total composition C5H17NO2 (ωB97M-V with the def2-TZVPD basis set).

* charge: -1
* LUMO (alpha / beta): 0.123 / 0.120 Ha
* <S²>: 0.750
* 2S+1: 2

Last columns: bonded neighbours and bond lengths (Å).
CARTESIAN COORDINATES (ANGSTROEM)
1 C -0.77411 -2.61969 0.98165  N2 1.440, H7 1.091, H8 1.097, H9 1.098
2 N -0.07904 -1.49768 0.40698  C1 1.440, C3 1.443, H10 1.011
3 C -0.23894 -0.16178 0.92968  N2 1.443, C4 1.556, H11 1.094, H12 1.096
4 C -1.10347 0.77569 0.03844  C3 1.556, C5 1.560, C6 1.511, H13 1.058
5 C -0.79173 2.25351 0.42826  C4 1.560, H14 1.094, H15 1.091, H16 1.092
6 C -2.56782 0.40969 0.11518  C4 1.511, H17 1.078, H18 1.087, H19 1.099
7 H -1.40867 -3.12613 0.25269  C1 1.091
8 H -0.06795 -3.34893 1.39748  C1 1.097
9 H -1.36548 -2.35015 1.86617  C1 1.098
10 H -0.00850 -1.50045 -0.60130  N2 1.011
11 H -0.72000 -0.14509 1.91216  C3 1.094
12 H 0.75696 0.29509 0.93448  C3 1.096
13 H -0.74934 0.59748 -0.94242  C4 1.058
14 H -0.42317 2.21275 1.45707  C5 1.094
15 H -0.18953 2.69484 -0.36773  C5 1.091
16 H -1.71340 2.83870 0.45611  C5 1.092
17 H -2.72867 -0.52652 -0.39549  C6 1.078
18 H -2.93882 0.18354 1.11136  C6 1.087
19 H -3.24464 1.03156 -0.48665  C6 1.099
20 H 3.72093 1.66052 -1.15998  O22 0.967
21 H 2.31327 1.99643 -0.62222  O22 0.961
22 O 3.08174 2.37823 -1.05458  H20 0.967, H21 0.961
23 H 4.11362 -1.43865 -2.92274  O25 0.970
24 H 3.20864 -1.57943 -1.67115  O25 0.977
25 O 3.91813 -1.03354 -2.06346  H23 0.970, H24 0.977

Atom charges from the Löwdin analysis, given in e for atoms 1 to 6:
1 C -0.22
2 N -0.13
3 C -0.27
4 C -0.44
5 C -0.08
6 C -0.11



Energies in kJ/mol, measured from the most stable structure: entry P 22.3; entry Q 0.0.